A cluster of 2 separate species, C2H11N3O in total in a non-equilibrium geometry. Source: the OMol25 dataset; level of theory: ωB97M-V/def2-TZVPD.

Geometry as ORCA input:
```
! RIJCOSX wB97M-V def2-TZVPD def2/J DEFGRID3
* xyz 0 1
N 1.429 -0.688 0.994
C 1.983 0.306 0.105
N 3.442 0.779 0.303
H 1.290 -1.658 0.714
H 1.773 -0.719 1.987
H 1.992 -0.220 -0.872
H 1.372 1.222 -0.012
H 3.653 1.363 -0.527
H 3.530 1.227 1.189
N -1.989 -0.947 -0.755
C -2.609 0.246 -0.166
O -3.821 0.625 -0.966
H -0.993 -1.001 -0.579
H -2.469 -1.846 -0.490
H -2.904 0.197 0.950
H -1.905 1.110 -0.156
H -3.774 0.003 -1.718
*
```

## Properties
HOMO-LUMO gap	10.036	eV
LUMO	0.0307	hartree
strongest force on any atom	2.79	eV/Å
SMILES string	NCN.NCO